# C4H9O2

The molecule C4H9O2 in a non-equilibrium geometry (ωB97M-V with the def2-TZVPD basis set, the Open Molecules 2025 dataset).

Values from the calculation:
lowest unoccupied orbital energy (alpha / beta)	0.82 / -1.51	eV
frontier orbital gap (alpha / beta)	11.3 / 8.6	eV
relative energy (zero: lowest compared OMol25 entry of this formula, charge and spin)	68.9	kJ/mol
multiplicity	2
<S²>	0.7543
E_HOMO (alpha / beta)	-10.49 / -10.11	eV

Positions of all 15 atoms, in Å:
1 C 0.8276 -1.1155 -0.8977
2 O 2.2429 -1.2704 -1.0104
3 C 0.4521 0.2819 -0.3888
4 C -0.9901 0.3544 0.1326
5 C -1.0830 0.8152 1.6185
6 O -2.3520 0.7748 2.0457
7 H 0.4400 -1.8559 -0.1976
8 H 0.3927 -1.2428 -1.8940
9 H 2.4479 -0.7812 -1.8129
10 H 1.2075 0.5815 0.3441
11 H 0.5241 0.9833 -1.2186
12 H -1.4825 -0.6142 0.0179
13 H -1.5477 1.0642 -0.4816
14 H -0.3918 0.1883 2.1889
15 H -0.6877 1.8363 1.5540


# C6H10ClNO2

A cluster of 2 separate species, C6H10ClNO2 in total in a non-equilibrium geometry (ωB97M-V with the def2-TZVPD basis set, the Open Molecules 2025 dataset).

Values from the calculation:
structure (SMILES)	C/C(O)=C(/C)Cl.CC#[N+][O-]
lowest unoccupied orbital energy	0.55	eV
frontier orbital gap	9.3	eV
relative energy (zero: lowest compared OMol25 entry of this formula, charge and spin)	420.6	kJ/mol
E_HOMO	-8.75	eV

Positions of all 20 atoms, in Å:
1 C 0.0635 -1.2180 1.3018
2 C -0.2960 1.0061 -0.4013
3 C 0.2447 0.3763 -1.4418
4 C -0.0172 -0.4907 2.5506
5 C -1.7759 1.0613 -0.0481
6 C 1.6898 0.4913 -1.7431
7 N 0.3165 -1.9686 0.4610
8 O 0.6491 -2.5639 -0.5200
9 O -0.5222 -0.4988 -2.1926
10 Cl 0.7006 2.1172 0.5305
11 H 0.1160 0.5812 2.5496
12 H 0.6211 -1.0964 3.2777
13 H -1.0758 -0.6901 2.8498
14 H -2.4128 0.2693 -0.4597
15 H -2.2820 1.9079 -0.5137
16 H -2.0767 0.8116 0.9618
17 H 1.9656 1.4331 -1.8842
18 H 2.0334 -0.1503 -2.5784
19 H 2.3678 -0.0434 -0.9406
20 H -0.3094 -1.3349 -1.7592


# C2H12O5

A cluster of 5 separate species, C2H12O5 in total in a non-equilibrium geometry (ωB97M-V with the def2-TZVPD basis set, the Open Molecules 2025 dataset).

Values from the calculation:
structure (SMILES)	C=CO.O.O.O.O
lowest unoccupied orbital energy	0.26	eV
frontier orbital gap	10.0	eV
relative energy (zero: lowest compared OMol25 entry of this formula, charge and spin)	86.7	kJ/mol
E_HOMO	-9.76	eV

Positions of all 19 atoms, in Å:
1 C -3.6203 -0.6013 -2.1417
2 C -2.8764 0.4449 -1.8569
3 O -1.6904 0.2280 -1.1622
4 H -4.5733 -0.6120 -2.6552
5 H -3.2329 -1.6099 -2.0350
6 H -3.1223 1.4991 -1.9085
7 H -1.0377 0.9071 -1.3717
8 H 2.6730 2.8987 1.3946
9 H 2.2429 1.5361 1.9735
10 O 2.3729 2.4746 2.2061
11 H 2.0522 -1.6689 -1.2244
12 H 3.5260 -1.7591 -1.6357
13 O 2.6397 -1.6104 -1.9844
14 H 2.2333 -0.4019 3.1707
15 H 1.2357 -0.6576 2.0825
16 O 2.1310 -0.2928 2.2163
17 H -1.2637 -1.2198 1.3000
18 H -0.5877 0.1676 1.2449
19 O -0.6026 -0.6664 1.7286